1.
A structure of composition C20H52B3MnO10S5, computed with wB97M-V/def2-TZVPD.

- Gap between HOMO and LUMO (spin up / spin down): 7.170 / 7.896 eV
- Multiplicity: 6
- E_tot: -129575.8714 eV
- Net charge: -1
- E_HOMO (spin up / spin down): -5.3 / -6.0 eV

```
91
Properties=species:S:1:pos:R:3:forces:R:3
Mn -0.06666 0.24841 2.84623 1.389 -0.395 0.597
B 0.25497 2.38021 3.39142 0.230 1.253 0.117
H 1.02000 1.72239 3.00899 3.253 -1.677 -1.728
H 0.69549 3.01068 4.14818 1.764 1.963 3.052
H -0.17049 3.06499 2.67426 -1.763 2.128 -3.006
H -0.50486 1.77686 3.86349 -3.438 -2.163 2.312
B 2.37370 -0.60659 3.52291 0.063 -0.100 0.510
H 1.81341 -0.57018 2.60151 -1.997 0.345 -3.945
H 3.43121 -0.59782 3.30884 4.072 0.123 -0.958
H 2.13953 0.21365 4.18369 -0.946 3.149 2.483
H 2.09438 -1.52356 4.01830 -0.970 -3.789 1.950
B -0.59921 0.59072 0.78466 -0.520 0.203 -1.576
H -1.22062 1.20142 1.42117 -2.014 2.248 2.042
H 0.45442 0.72131 0.97712 4.033 0.591 0.650
H -0.84405 -0.45762 0.85734 -1.176 -3.872 0.135
H -0.76292 0.93942 -0.22323 -0.608 1.234 -3.805
C -2.69738 -0.03641 -2.67287 0.648 -1.736 0.701
C -1.71756 -1.11611 -2.07580 0.015 -0.643 -0.190
C -1.16371 -1.90683 -3.27655 -0.126 0.760 -0.873
S -2.64175 -2.20501 -4.32923 2.878 1.022 -3.332
O -3.12156 -3.54175 -4.13021 -1.062 -0.027 1.072
O -2.28046 -1.93154 -5.75064 -0.777 0.229 2.312
C -3.60536 -0.80330 -3.62674 -0.680 -0.179 -0.297
H -2.08867 0.71042 -3.18260 -0.293 0.133 -0.036
H -3.36941 0.39499 -1.93100 0.536 0.281 0.179
H -2.26739 -1.84476 -1.48010 -0.409 0.083 0.186
H -0.94562 -0.75005 -1.39889 -0.060 0.348 -0.347
H -0.53300 -2.79461 -3.23007 -0.792 -0.565 0.929
H -0.45586 -1.33626 -3.87779 -0.462 0.807 -0.236
H -4.48164 -1.26996 -3.17678 0.221 -0.116 0.615
H -4.05717 -0.09388 -4.32006 0.443 -0.518 -0.821
C 0.14494 -4.20873 -0.05930 -0.223 0.992 -0.239
C 1.53579 -3.89621 0.56383 -0.760 0.024 0.662
C 1.41092 -4.07615 2.10376 -0.566 0.647 -0.401
S -0.29347 -3.31623 2.46813 1.168 -0.004 -1.245
O -0.10743 -1.87796 2.61082 -0.661 -1.649 0.476
O -1.05660 -4.07377 3.42960 0.274 0.199 -0.007
C -0.98657 -3.53623 0.76002 0.842 -0.688 1.510
H -0.04065 -5.27796 -0.16136 0.060 0.026 0.120
H 0.07672 -3.74490 -1.04333 0.302 -0.330 -0.210
H 1.80047 -2.86713 0.32083 -0.170 0.124 0.287
H 2.33877 -4.47807 0.11133 -0.181 -0.337 0.165
H 2.17787 -3.53965 2.66237 -0.320 0.419 0.061
H 1.42868 -5.10445 2.46485 -0.408 -0.093 -0.256
H -1.27191 -2.51566 0.50485 0.153 -0.153 -0.354
H -1.84572 -4.19004 0.91002 -0.057 0.165 -0.185
C -5.04918 2.15915 1.55681 0.262 -1.204 -0.673
C -4.59293 1.01564 0.59265 0.395 1.238 -0.637
C -4.27695 -0.20411 1.38762 0.354 -0.959 1.636
S -3.65029 0.41147 3.04923 -0.198 0.993 -0.426
O -2.20370 0.14834 3.08787 -2.930 -0.456 1.106
O -4.54271 0.08860 4.16961 1.134 -0.220 -1.283
C -3.98259 2.20802 2.64692 -0.306 -1.516 0.131
H -6.02396 1.87223 1.95124 -0.069 0.339 0.236
H -5.11401 3.09098 0.99504 -0.090 0.023 0.203
H -3.72218 1.41801 0.07497 0.434 -0.266 0.145
H -5.27628 0.78523 -0.22469 -0.451 0.062 0.257
H -3.48555 -0.87795 1.05940 0.113 0.339 -0.338
H -5.15774 -0.81821 1.57522 -0.096 0.116 0.207
H -3.02027 2.56614 2.28115 -0.045 0.484 0.385
H -4.40996 2.57034 3.58189 0.690 0.447 -0.048
C 0.79468 5.34920 -2.04230 -0.186 -0.952 -0.691
C 0.61924 3.90332 -2.65053 -0.267 -0.660 0.090
C 1.01256 2.89515 -1.58299 0.878 1.117 1.532
S 2.38981 3.72764 -0.66784 0.648 0.680 1.682
O 3.72943 3.24965 -1.05942 -1.625 -0.009 0.553
O 1.98653 3.82332 0.75906 1.031 -0.119 -2.820
C 2.23718 5.37793 -1.47148 -1.109 -0.236 -0.841
H -0.02217 5.51200 -1.33919 0.312 -0.131 0.466
H 0.57365 6.04453 -2.85209 0.552 0.294 0.040
H 1.14997 3.65348 -3.56923 0.395 0.741 -0.071
H -0.42232 3.68842 -2.88942 -0.175 0.333 -0.016
H 1.39918 1.89344 -1.77061 -0.407 0.167 -0.559
H 0.23388 2.88520 -0.82033 0.117 -0.452 0.075
H 2.86219 5.42305 -2.36335 0.392 -0.472 0.190
H 2.57473 6.19319 -0.83155 -0.503 -0.258 0.351
C 4.27296 -0.49272 0.29062 -1.559 0.030 -1.085
C 5.46862 -1.00615 -0.47966 0.611 -0.028 0.614
C 5.00476 -2.19222 -1.35449 -0.566 0.525 -0.163
S 3.43458 -1.64668 -2.13820 0.274 3.532 1.166
O 2.37524 -2.63109 -2.14548 0.445 -0.465 -0.176
O 3.71449 -0.87460 -3.34770 -0.077 -1.026 0.485
C 3.10532 -0.36278 -0.75868 -0.247 -0.742 -0.117
H 4.45292 0.43221 0.83854 -0.049 0.033 -0.253
H 4.03012 -1.23879 1.04726 -0.395 0.078 0.013
H 6.17448 -1.29666 0.29846 0.191 -0.706 -0.170
H 6.02127 -0.19404 -0.95205 -0.394 -0.152 -0.859
H 4.59556 -2.99386 -0.73966 0.583 -0.271 0.184
H 5.71192 -2.52208 -2.11555 -0.181 -0.121 0.097
H 2.08940 -0.51379 -0.39373 0.100 -0.696 0.495
H 2.94422 0.59421 -1.25499 1.109 0.084 -0.186
```
Positions in Å, forces in eV/Å.

---

2.
A cluster of 15 separate species, C30H90O15 in total, computed with wB97M-V/def2-TZVPD.

- Gap between HOMO and LUMO: 10.009 eV
- E_tot: -63274.8773 eV
- Energy relative to the best compared isomer or geometry (same formula, charge and spin): 813.4 kJ/mol
- E_HOMO: -10.0 eV

```
135
Properties=species:S:1:pos:R:3:forces:R:3
C 4.96262 4.88396 -1.49003 -0.214 0.066 0.018
C 5.85033 5.97188 -0.91496 0.555 -0.907 0.050
O 7.17070 5.49398 -1.05974 1.098 -0.330 -0.237
H 5.29251 4.53136 -2.46724 0.029 0.598 -0.259
H 3.93864 5.25418 -1.54005 -0.103 -0.278 -0.087
H 5.01814 3.96426 -0.90765 -0.159 0.234 0.466
H 5.71402 6.06075 0.16282 -0.740 0.462 -0.006
H 5.78973 6.92470 -1.44084 -0.539 0.126 0.107
H 7.74976 5.99350 -0.47943 0.068 0.021 -0.047
C 1.76328 -7.11775 -7.14253 0.009 -0.397 0.469
C 1.90217 -6.28847 -5.87318 0.249 -1.016 -0.507
O 1.14758 -5.13597 -6.03773 -0.091 1.641 0.116
H 0.69620 -7.32337 -7.22709 0.008 -0.369 -0.387
H 2.33490 -8.04387 -7.08208 -0.174 -0.178 0.022
H 2.09871 -6.59133 -8.03610 -0.041 0.235 0.184
H 2.95896 -6.08571 -5.69940 -0.119 0.601 0.098
H 1.51510 -6.79382 -4.98837 0.231 -0.572 0.035
H 0.22750 -5.40071 -6.10819 -0.069 0.073 -0.022
C 1.69453 -5.07263 5.39565 0.194 0.146 0.021
C 0.45997 -4.60261 6.11645 0.214 -0.293 -1.205
O 0.42487 -5.14191 7.41073 -0.096 0.265 0.573
H 2.56554 -4.54206 5.78029 0.220 -0.446 0.089
H 1.64557 -4.87143 4.32550 -0.166 0.104 -0.006
H 1.73784 -6.15487 5.51804 0.441 0.027 0.093
H -0.36986 -5.00969 5.53872 -0.513 0.406 -0.018
H 0.44537 -3.51351 6.15824 -0.251 0.125 -0.153
H -0.22910 -4.58523 7.83972 -0.042 -0.326 0.605
C -6.60415 1.55599 -5.46861 -0.247 -0.224 1.157
C -7.87249 2.36791 -5.59874 0.986 0.914 -1.394
O -8.52206 2.00007 -6.80326 -1.363 -0.451 0.030
H -5.91695 1.67266 -6.30661 -0.220 0.061 -0.133
H -6.89572 0.51198 -5.35406 0.253 -0.128 -0.148
H -6.06564 1.84666 -4.56659 0.121 -0.022 0.075
H -7.62247 3.42291 -5.71077 0.208 0.313 0.320
H -8.56756 2.33204 -4.75988 -0.015 -0.592 -0.180
H -7.93195 2.01361 -7.56036 0.281 0.130 0.278
C -1.91914 -7.48602 -0.63482 -0.051 -0.611 -0.875
C -2.20283 -8.88620 -1.26956 0.324 0.861 1.537
O -3.32877 -8.80921 -2.11543 0.069 0.040 -0.126
H -2.70466 -7.14883 0.04147 -0.182 -0.300 -0.107
H -1.84263 -6.74435 -1.42991 0.104 0.050 -0.003
H -0.99116 -7.48571 -0.06303 0.063 -0.151 -0.102
H -2.37204 -9.55685 -0.42714 -0.347 -0.281 0.117
H -1.33328 -9.31888 -1.76432 0.198 0.414 -0.366
H -3.37609 -9.63867 -2.59643 -0.174 -0.019 -0.080
C -5.96581 6.74303 0.57125 0.174 -0.609 0.540
C -5.20578 5.46651 1.08506 -0.633 1.219 -1.154
O -6.16939 4.43845 1.26793 0.236 0.166 0.119
H -6.78987 6.97465 1.24605 0.078 -0.019 0.191
H -6.42904 6.62582 -0.40843 0.179 -0.479 -0.049
H -5.34287 7.63398 0.49214 0.283 -0.160 0.209
H -4.62664 5.66561 1.98675 -0.252 0.172 0.292
H -4.47581 5.17018 0.33177 0.084 -0.076 -0.209
H -5.67668 3.65139 1.51160 -0.136 -0.234 0.068
C 4.30067 -0.04042 -6.40845 -1.042 1.393 -0.568
C 3.01538 0.77714 -6.90573 1.107 -1.157 1.311
O 2.04138 -0.10835 -7.42648 0.264 -0.154 -0.478
H 3.97942 -0.69738 -5.60017 0.013 -0.358 -0.229
H 5.04145 0.61758 -5.95415 -0.039 0.228 -0.080
H 4.78955 -0.55702 -7.23441 -0.208 -0.226 0.110
H 3.24473 1.55466 -7.63440 -0.037 -0.163 0.047
H 2.55540 1.18118 -6.00391 0.301 0.754 0.042
H 2.10159 -0.86519 -6.83897 -0.370 -0.335 -0.151
C -2.18225 6.25777 -5.00033 -0.139 -0.171 -1.286
C -2.87011 7.61392 -4.82405 0.439 -2.292 -0.412
O -2.27259 8.10251 -3.66611 -0.352 1.259 0.740
H -2.37330 5.59899 -4.15322 0.261 0.312 0.189
H -1.12083 6.38156 -5.21520 0.115 0.059 0.531
H -2.53166 5.69980 -5.86906 -0.376 0.138 -0.183
H -3.92590 7.38978 -4.67179 -0.305 0.365 -0.031
H -2.73766 8.28425 -5.67330 0.018 -0.019 -0.154
H -2.83813 8.84384 -3.43765 0.336 0.346 0.613
C 3.36600 1.07009 9.05881 -0.579 -0.056 0.439
C 3.13652 -0.17556 9.91515 -0.048 -0.247 -1.313
O 3.25516 0.10793 11.26880 0.661 0.357 1.350
H 3.28538 0.91130 7.98346 -0.035 -0.360 0.060
H 4.32245 1.55610 9.25149 -0.052 -0.091 0.192
H 2.54357 1.72790 9.33985 0.216 0.468 -0.101
H 3.83730 -0.97239 9.66603 -0.010 -0.118 -0.350
H 2.11518 -0.53866 9.80045 -0.091 -0.184 -0.716
H 3.67558 -0.66857 11.64550 -0.063 0.227 0.432
C 6.02853 -5.10721 -0.30886 0.275 0.422 -0.116
C 6.90501 -4.35073 -1.25879 -0.302 0.169 -0.430
O 6.61686 -2.96761 -1.13003 0.318 0.239 0.057
H 6.33482 -6.14669 -0.42622 -0.439 -0.148 0.554
H 4.96722 -4.93654 -0.48939 0.051 -0.251 -0.213
H 6.25289 -4.67072 0.66440 -0.040 -0.565 0.310
H 6.73721 -4.63056 -2.29880 -0.025 -0.307 -0.137
H 7.94279 -4.57454 -1.01176 0.237 0.122 -0.001
H 7.24202 -2.52281 -1.70702 -0.076 0.347 0.000
C -0.85127 -0.28858 -1.49267 -0.357 -0.290 0.406
C 0.36858 -0.80019 -0.69440 -0.284 0.048 -0.733
O 0.17266 -0.53761 0.66774 -0.433 0.307 1.012
H -1.77292 -0.81891 -1.25305 0.200 -0.619 0.334
H -0.78051 -0.40324 -2.57431 0.456 0.238 0.023
H -1.15904 0.71795 -1.20936 0.683 0.324 -0.220
H 1.31336 -0.35078 -1.00020 -0.102 0.268 -0.427
H 0.50191 -1.87469 -0.82003 -0.159 -0.197 -0.267
H 1.00509 -0.32395 1.09554 0.003 -0.075 -0.103
C -8.41867 -2.46157 -0.66523 0.890 -0.670 0.223
C -8.66159 -3.86486 -1.24722 1.466 1.434 0.028
O -10.00460 -3.96467 -1.53868 -1.558 -0.747 -0.263
H -8.77019 -1.70015 -1.36149 -0.330 0.027 0.229
H -7.35837 -2.25724 -0.51650 0.196 -0.107 -0.035
H -8.86722 -2.41447 0.32708 -0.344 0.342 -0.215
H -8.31570 -4.64324 -0.56707 -0.360 -0.067 0.029
H -8.11086 -3.96436 -2.18258 0.475 -0.176 0.004
H -10.11532 -3.44552 -2.33856 -0.434 -0.034 -0.001
C 1.11693 5.38590 3.40880 0.441 0.609 -0.693
C 0.99167 6.94705 3.28073 -0.255 -1.387 -0.064
O 1.91861 7.48093 4.18423 0.326 0.354 0.715
H 2.09708 5.02210 3.10049 0.240 0.406 -0.212
H 0.42484 4.82536 2.78038 -0.323 0.268 0.106
H 1.05748 5.02785 4.43659 -0.471 0.442 0.104
H -0.03527 7.25318 3.48019 -0.214 -0.057 0.510
H 1.18384 7.39274 2.30476 0.213 -0.706 -0.525
H 1.85841 8.43877 4.16117 0.044 0.066 0.049
C -3.36275 1.07663 5.98079 -0.378 1.044 1.233
C -3.98013 0.05981 5.10070 1.276 -0.672 -0.315
O -3.71880 0.40860 3.72352 -1.219 -0.376 0.430
H -3.61501 0.87197 7.02127 0.170 -0.207 0.201
H -3.82697 2.04640 5.80148 0.233 0.175 -0.237
H -2.27832 1.16118 5.91046 -0.025 -0.066 -0.202
H -5.01816 -0.10177 5.39135 -0.323 0.509 -1.002
H -3.53059 -0.90384 5.34025 0.200 -0.318 -0.245
H -2.77159 0.35315 3.57753 0.069 -0.075 0.100
C 7.98886 0.67157 3.19649 0.342 -1.105 -0.286
C 7.22273 -0.57182 3.70958 0.831 1.953 0.530
O 6.01633 -0.58497 3.01188 -0.819 -0.790 -0.234
H 8.29212 0.45541 2.17209 0.048 0.154 -0.233
H 8.91296 0.87137 3.73891 -0.152 0.206 0.206
H 7.29719 1.51330 3.16221 0.223 0.041 0.279
H 7.01152 -0.36733 4.75919 -0.273 -0.393 0.074
H 7.78799 -1.50095 3.63682 0.056 -0.058 -0.113
H 6.24735 -0.80462 2.10635 -0.273 -0.030 -0.253
```
Positions in Å, forces in eV/Å.

---

3.
A structure of composition C30H26N7NaO7S2Se2, computed with wB97M-V/def2-TZVPD.

- Gap between HOMO and LUMO: 6.475 eV
- E_tot: -213079.1757 eV
- Energy relative to the best compared isomer or geometry (same formula, charge and spin): 73.5 kJ/mol
- Net charge: -2
- E_HOMO: -2.7 eV

```
75
Properties=species:S:1:pos:R:3:forces:R:3
Na 0.37146 -0.70940 0.69981 -0.336 0.782 0.060
C 8.40381 -0.43868 0.15047 0.058 -0.007 0.027
C 6.97151 -0.90203 0.11456 -0.059 -0.052 -0.025
C 5.92801 0.02188 0.10093 0.034 0.063 -0.020
C 4.61105 -0.39964 0.03502 0.045 -0.114 -0.094
C 4.32998 -1.76003 -0.02824 0.111 0.297 -0.029
C 5.34837 -2.69756 -0.02858 -0.009 0.105 0.048
C 6.66510 -2.25919 0.05250 0.039 -0.028 0.014
S 2.61997 -2.22343 -0.11429 0.447 -0.342 0.243
O 2.60059 -3.61628 -0.51461 0.053 0.017 0.003
O 2.10739 -1.90419 1.21258 0.220 -0.572 -0.028
N 1.89829 -1.24753 -1.09383 -0.013 0.137 -0.410
C 2.28143 -1.00386 -2.38506 -0.341 -0.129 0.237
C 3.44395 -1.49808 -3.01791 0.029 -0.031 -0.096
C 3.71832 -1.12180 -4.31234 0.024 -0.006 -0.020
C 2.84714 -0.27768 -4.99341 0.008 0.002 -0.008
C 1.71578 0.12898 -4.30940 0.017 -0.018 0.033
N 1.42510 -0.21371 -3.06124 0.016 0.107 -0.129
H 8.50589 0.48564 0.71969 -0.025 0.013 -0.007
H 8.78012 -0.24410 -0.85739 -0.015 0.006 -0.005
H 9.05312 -1.19028 0.60400 -0.011 -0.010 -0.008
H 6.13278 1.08788 0.12404 -0.005 -0.014 0.052
H 3.80661 0.32746 -0.01432 0.073 -0.032 0.059
H 5.10053 -3.74860 -0.09656 -0.003 -0.015 0.001
H 7.47148 -2.98657 0.06209 -0.003 0.003 -0.003
H 4.11398 -2.17005 -2.50575 -0.027 -0.029 0.075
H 4.61687 -1.49399 -4.79319 -0.010 0.009 -0.009
H 3.03002 0.04782 -6.00882 0.011 -0.012 0.001
H 0.99285 0.77503 -4.80175 -0.024 0.005 0.014
Se -3.32389 2.00822 2.10982 0.100 -0.136 0.117
Se -3.47240 -0.23693 2.57992 0.278 0.084 0.101
C -1.70662 -0.63818 3.30835 -0.345 -0.179 -0.334
C -1.50706 -1.96974 3.65045 -0.096 -0.064 -0.036
C -0.24528 -2.33538 4.06259 0.081 -0.021 0.054
C 0.74760 -1.36641 4.14302 0.034 0.047 -0.042
C 0.43741 -0.07119 3.76859 0.064 -0.237 -0.076
N -0.77642 0.28074 3.33415 0.000 0.465 0.230
C -2.62467 1.98541 0.30694 -0.260 0.244 -0.006
C -3.23670 2.86048 -0.58569 -0.005 0.096 -0.113
C -2.72530 2.94810 -1.87017 0.029 -0.037 0.012
C -1.64740 2.14767 -2.21110 -0.033 0.013 0.075
C -1.12434 1.29888 -1.24476 0.219 -0.107 -0.102
N -1.59773 1.22562 -0.00135 0.023 -0.132 0.098
H -2.27760 -2.71362 3.49350 0.047 0.047 0.001
H -0.02519 -3.37559 4.26053 0.004 -0.002 -0.022
H 1.76292 -1.62497 4.40896 0.006 0.008 0.015
H 1.20423 0.69504 3.74173 -0.066 0.047 0.012
H -4.09212 3.44955 -0.28114 0.004 -0.028 0.021
H -3.16978 3.62299 -2.59237 -0.001 0.000 0.001
H -1.20610 2.17023 -3.19752 0.018 -0.006 -0.006
H -0.27154 0.67116 -1.49275 -0.033 0.007 -0.008
N -1.00405 -2.83334 -2.00434 0.286 -0.021 0.040
N -1.12698 -3.71414 -0.88547 -0.125 0.082 0.072
C -1.15757 -3.15450 0.42423 0.070 -0.139 0.154
O -1.04552 -3.96036 1.36705 -0.067 -0.067 -0.043
O -1.33682 -1.90368 0.49318 -0.471 -0.384 -0.123
H -1.64926 -2.07979 -1.78963 -0.105 -0.027 -0.050
H -0.09124 -2.37500 -1.94824 -0.058 0.026 0.010
H -0.47175 -4.47811 -0.93982 -0.080 -0.064 -0.055
O 3.56363 4.65433 -1.08302 0.115 0.040 -0.045
S 3.72695 3.77208 0.04911 0.013 -0.146 -0.014
O 5.08746 3.54008 0.49290 0.008 0.118 -0.087
N 2.92873 2.39644 -0.11805 -0.153 -0.002 0.078
C 1.96566 2.25367 0.81004 0.058 0.180 0.154
O 1.24722 1.27826 1.00289 0.177 0.113 -0.135
C 1.82846 3.46840 1.70889 0.020 -0.076 -0.129
C 0.90105 3.67822 2.71335 -0.082 -0.030 0.006
C 0.97191 4.87474 3.41742 0.060 0.012 -0.045
C 1.94847 5.82544 3.11354 -0.057 -0.004 0.047
C 2.86909 5.60902 2.09416 -0.054 -0.061 0.003
C 2.77804 4.41411 1.40471 0.036 0.208 0.183
H 0.14209 2.92726 2.91234 0.023 -0.014 0.017
H 0.25972 5.07437 4.20876 -0.002 0.013 0.007
H 1.98368 6.74950 3.67915 0.002 0.003 -0.002
H 3.62151 6.34727 1.84916 0.013 -0.005 -0.013
```
Positions in Å, forces in eV/Å.